Record 1
Computed, not measured: 7 unconnected molecules or ions with the total composition C44H72IN7O12, with the ωB97M-V functional and the def2-TZVPD basis.

Last column: Löwdin charge in e.
Positions of all 136 atoms, in Å:
C -5.575 1.130 5.110  -0.101
C -5.147 -0.414 5.145  -0.390
C -4.629 -0.863 3.674  -0.086
C -4.165 -0.820 6.344  -0.175
C -2.678 -0.214 6.244  -0.140
C -1.711 -1.072 5.263  -0.024
C -1.398 -2.532 5.768  -0.121
N -1.901 -3.094 7.038  0.053
C -0.493 -3.400 4.853  -0.209
O -0.196 -4.736 5.256  -0.172
C 1.136 -4.755 5.901  -0.151
C 1.969 -6.084 5.571  -0.363
C 3.541 -5.690 5.636  -0.068
O 1.730 -7.065 6.625  -0.086
C 0.056 -2.822 3.491  -0.440
I 1.333 -4.208 2.358  0.882
C -0.264 -1.383 2.986  -0.046
C -1.164 -0.484 3.930  0.000
C -1.444 0.990 3.419  -0.244
O -2.449 1.698 3.706  0.007
C -0.390 1.663 2.395  -0.023
C -0.344 3.227 2.387  0.006
C 0.631 3.960 1.399  -0.028
C 1.489 3.039 0.479  -0.008
C 1.440 1.487 0.480  -0.099
C 2.342 0.673 -0.553  -0.140
C 1.625 0.814 -2.006  -0.174
C 0.609 -0.381 -2.342  -0.113
C -0.905 -0.088 -1.932  -0.366
O -1.318 1.000 -1.422  0.017
O -1.917 -1.079 -2.174  0.009
C 0.483 0.761 1.458  0.002
C 0.269 -0.805 1.576  -0.252
O 0.484 -1.518 0.562  -0.027
H -5.940 1.553 6.105  0.076
H -6.473 1.198 4.380  0.087
H -4.781 1.841 4.699  0.060
H -6.133 -1.017 5.316  0.094
H -3.872 -1.716 3.696  0.069
H -4.288 0.055 3.088  0.065
H -5.561 -1.269 3.115  0.078
H -4.184 -1.964 6.501  0.105
H -4.629 -0.378 7.310  0.118
H -2.208 -0.355 7.295  0.114
H -2.640 0.906 6.036  0.108
H -1.115 -3.621 7.474  0.078
H -2.582 -3.846 6.805  0.099
H 1.709 -3.863 5.437  0.106
H 0.963 -4.565 7.014  0.142
H 1.747 -6.507 4.522  0.118
H 3.711 -4.566 5.743  0.073
H 4.076 -6.193 6.530  0.091
H 4.068 -6.062 4.676  0.082
H 1.611 -7.940 6.199  0.097
H -1.003 3.876 3.048  0.096
H 0.714 5.090 1.297  0.089
H 2.189 3.537 -0.272  0.101
H 2.560 -0.405 -0.258  0.107
H 3.337 1.256 -0.657  0.123
H 1.018 1.799 -2.030  0.108
H 2.396 0.833 -2.867  0.113
H 0.606 -0.541 -3.490  0.133
H 1.020 -1.370 -1.913  0.100
H -2.496 -1.160 -1.375  0.119
C -9.562 -3.444 8.940  -0.079
N -8.763 -2.410 8.318  0.004
C -8.071 -2.466 7.148  -0.529
C -8.110 -3.749 6.361  -0.004
O -7.440 -1.489 6.765  0.019
H -10.581 -3.068 9.053  0.083
H -9.146 -3.650 9.929  0.083
H -9.576 -4.362 8.355  0.075
H -8.686 -1.518 8.786  0.142
H -7.512 -3.635 5.457  0.085
H -7.691 -4.566 6.952  0.086
H -9.137 -3.980 6.069  0.086
C -2.419 4.171 -3.292  -0.072
N -1.192 4.525 -2.613  0.018
C 0.006 4.867 -3.157  -0.546
C 0.122 4.897 -4.657  -0.004
O 0.952 5.139 -2.426  -0.007
H -3.196 4.874 -2.982  0.083
H -2.705 3.164 -2.979  0.079
H -2.315 4.200 -4.375  0.075
H -1.187 4.527 -1.602  0.138
H 1.136 5.187 -4.934  0.086
H -0.079 3.906 -5.070  0.084
H -0.572 5.630 -5.073  0.087
C 3.907 -5.153 -2.446  -0.076
N 3.355 -3.816 -2.469  0.013
C 3.998 -2.641 -2.709  -0.536
C 5.474 -2.684 -2.993  -0.006
O 3.370 -1.588 -2.690  0.025
H 3.385 -5.752 -3.196  0.082
H 3.724 -5.582 -1.458  0.080
H 4.975 -5.162 -2.654  0.077
H 2.367 -3.703 -2.288  0.141
H 5.839 -1.671 -3.164  0.089
H 6.009 -3.105 -2.138  0.086
H 5.667 -3.275 -3.891  0.076
C 5.273 -3.588 -8.981  -0.083
N 5.810 -2.667 -8.005  0.004
C 5.255 -2.263 -6.836  -0.566
C 3.908 -2.818 -6.462  0.001
O 5.853 -1.466 -6.119  0.002
H 5.977 -4.416 -9.094  0.080
H 5.186 -3.063 -9.934  0.075
H 4.300 -3.976 -8.690  0.077
H 6.712 -2.250 -8.186  0.144
H 3.598 -2.401 -5.502  0.073
H 3.166 -2.541 -7.214  0.087
H 3.963 -3.904 -6.364  0.085
C -0.885 10.262 -0.653  -0.085
N -0.273 10.170 -1.960  -0.004
C 0.518 9.178 -2.456  -0.548
C 0.825 8.004 -1.566  -0.018
O 0.956 9.262 -3.596  0.022
H -1.967 10.332 -0.785  0.081
H -0.526 11.174 -0.170  0.081
H -0.650 9.404 -0.027  0.074
H -0.432 10.922 -2.617  0.138
H 1.463 7.302 -2.101  0.066
H 1.354 8.339 -0.671  0.087
H -0.099 7.489 -1.292  0.081
C 3.856 2.847 -10.040  -0.079
N 3.925 1.404 -10.110  0.001
C 4.195 0.522 -9.110  -0.524
C 4.463 1.071 -7.735  0.007
O 4.213 -0.682 -9.348  0.021
H 2.857 3.158 -10.355  0.083
H 4.592 3.260 -10.734  0.083
H 4.053 3.222 -9.038  0.076
H 3.756 0.959 -11.002  0.139
H 4.661 0.248 -7.048  0.057
H 5.340 1.722 -7.754  0.093
H 3.590 1.620 -7.373  0.089

The SMILES is CC(C)CCc1c(N)c(OC[C@@H](C)O)c(I)c2c1C(=O)c1cccc(CCCC(=O)O)c1C2=O.CNC(C)=O.CNC(C)=O.CNC(C)=O.CNC(C)=O.CNC(C)=O.CNC(C)=O. Its largest force on an atom is 0.10094 Eh/bohr. Its highest occupied orbital energy is -8.33 eV. The value obtained for the HOMO-LUMO gap is 7.365 eV. As for the energy relative to the best compared isomer or geometry (same formula, charge and spin): 11.057 eV.

---

Record 2
Computed, not measured: 12 unconnected molecules or ions with the total composition C44H72O36, with the ωB97M-V functional and the def2-TZVPD basis.

Last column: Löwdin charge in e.
Positions of all 152 atoms, in Å:
C 0.670 -1.279 0.848  0.019
C 0.885 0.062 0.187  -0.297
C 0.084 0.331 -1.086  -0.062
O -0.275 1.718 -0.911  0.057
C 0.006 2.124 0.334  -0.556
O -0.003 3.253 0.735  0.142
O 0.486 1.116 1.092  0.073
H -0.374 -1.305 1.155  0.081
H 1.266 -1.378 1.756  0.074
H 0.972 -2.062 0.154  0.072
H 1.929 0.329 -0.031  0.141
H -0.827 -0.272 -1.073  0.111
H 0.708 0.101 -1.946  0.124
C -2.185 3.414 -5.657  -0.028
C -2.481 2.340 -4.645  -0.289
C -3.046 2.824 -3.291  -0.095
O -4.313 2.197 -3.188  0.056
C -4.600 1.531 -4.328  -0.569
O -5.642 1.002 -4.534  0.165
O -3.542 1.511 -5.157  0.082
H -2.837 4.289 -5.605  0.088
H -2.268 3.074 -6.692  0.090
H -1.142 3.734 -5.604  0.068
H -1.605 1.727 -4.438  0.137
H -3.155 3.914 -3.309  0.129
H -2.367 2.639 -2.459  0.111
C -0.349 6.562 -3.817  -0.017
C -0.476 6.651 -2.308  -0.297
C -0.100 5.366 -1.564  -0.082
O 1.142 5.697 -0.921  0.065
C 1.379 7.017 -1.019  -0.577
O 2.207 7.606 -0.396  0.145
O 0.447 7.614 -1.786  0.084
H 0.632 6.174 -4.110  0.092
H -0.425 7.541 -4.290  0.086
H -1.063 5.862 -4.252  0.067
H -1.459 7.045 -2.051  0.151
H 0.036 4.475 -2.170  0.107
H -0.857 5.175 -0.804  0.122
C 4.355 2.015 1.888  -0.019
C 4.454 0.519 2.127  -0.309
C 5.541 0.045 3.102  -0.078
O 4.838 -0.816 4.003  0.083
C 3.522 -0.802 3.710  -0.554
O 2.713 -1.513 4.203  0.171
O 3.233 0.085 2.732  0.065
H 4.404 2.613 2.804  0.092
H 3.357 2.228 1.500  0.082
H 5.175 2.400 1.282  0.088
H 4.630 0.015 1.171  0.147
H 5.961 0.864 3.690  0.134
H 6.362 -0.404 2.544  0.132
C 4.394 1.338 -2.079  -0.016
C 3.939 2.032 -3.342  -0.256
C 3.506 1.175 -4.539  -0.066
O 2.176 1.616 -4.863  0.075
C 1.751 2.467 -3.901  -0.571
O 0.653 2.944 -3.898  0.135
O 2.666 2.642 -2.961  0.082
H 3.828 0.424 -1.904  0.063
H 4.269 1.999 -1.222  0.078
H 5.448 1.053 -2.121  0.092
H 4.573 2.868 -3.633  0.154
H 3.523 0.106 -4.355  0.129
H 4.122 1.399 -5.409  0.132
C 1.578 -6.969 3.070  -0.028
C 1.384 -5.634 3.776  -0.253
C 1.482 -4.390 2.889  -0.075
O 0.356 -3.630 3.318  0.066
C -0.550 -4.419 3.874  -0.595
O -1.667 -4.134 4.161  0.155
O -0.052 -5.670 4.060  0.065
H 1.176 -6.943 2.056  0.070
H 1.196 -7.853 3.573  0.088
H 2.650 -7.154 2.918  0.088
H 1.951 -5.512 4.698  0.159
H 1.487 -4.643 1.827  0.111
H 2.346 -3.757 3.084  0.125
C -3.354 -7.247 0.211  -0.015
C -3.133 -5.782 -0.061  -0.323
C -2.701 -4.984 1.178  -0.080
O -1.676 -4.114 0.692  0.059
C -1.302 -4.493 -0.545  -0.558
O -0.401 -4.002 -1.141  0.158
O -2.067 -5.513 -0.955  0.099
H -2.370 -7.614 0.544  0.090
H -3.622 -7.913 -0.604  0.082
H -3.957 -7.449 1.096  0.096
H -4.091 -5.321 -0.318  0.151
H -2.138 -5.599 1.888  0.127
H -3.548 -4.535 1.686  0.136
C 2.453 -5.997 -0.419  -0.021
C 3.220 -5.124 -1.359  -0.278
C 2.745 -5.107 -2.799  -0.085
O 2.843 -3.725 -3.138  0.079
C 2.765 -2.967 -2.032  -0.571
O 2.646 -1.792 -1.971  0.152
O 2.921 -3.757 -0.951  0.056
H 2.459 -7.022 -0.811  0.102
H 1.391 -5.741 -0.445  0.079
H 2.734 -6.038 0.628  0.062
H 4.313 -5.110 -1.378  0.163
H 1.728 -5.449 -3.008  0.142
H 3.396 -5.703 -3.438  0.137
C -1.061 8.504 6.142  -0.064
O 0.037 8.189 5.320  0.004
C -0.163 7.332 4.321  -0.643
O -1.233 7.099 3.843  0.138
O 0.989 6.815 3.966  0.016
C 1.050 6.107 2.718  -0.014
H -1.859 9.085 5.667  0.094
H -0.702 9.249 6.853  0.092
H -1.477 7.627 6.629  0.101
H 1.024 6.837 1.908  0.090
H 0.300 5.329 2.623  0.082
H 2.064 5.713 2.713  0.095
C -4.079 2.973 0.048  -0.020
O -4.248 1.840 0.878  0.016
C -3.703 0.663 0.607  -0.582
O -3.032 0.408 -0.364  0.127
O -4.092 -0.178 1.562  0.018
C -3.563 -1.490 1.628  -0.049
H -4.598 3.797 0.527  0.102
H -4.659 2.875 -0.880  0.090
H -3.032 3.076 -0.227  0.085
H -4.120 -2.138 0.949  0.098
H -3.704 -1.867 2.642  0.096
H -2.493 -1.630 1.476  0.073
C -2.147 -2.070 -3.343  -0.020
O -2.153 -3.349 -3.966  0.013
C -3.169 -4.164 -3.718  -0.616
O -3.982 -3.999 -2.838  0.110
O -3.158 -5.153 -4.595  0.019
C -3.992 -6.272 -4.372  -0.039
H -2.494 -1.358 -4.080  0.097
H -1.155 -1.837 -2.962  0.080
H -2.781 -2.078 -2.455  0.093
H -4.089 -6.447 -3.297  0.084
H -3.556 -7.159 -4.817  0.094
H -5.013 -6.105 -4.713  0.100
C -1.343 -0.442 4.519  0.005
O -0.382 0.616 4.445  -0.018
C 0.070 1.218 5.536  -0.620
O -0.042 0.869 6.670  0.141
O 0.685 2.365 5.229  0.019
C 1.033 2.658 3.888  -0.048
H -2.231 -0.112 3.974  0.088
H -1.703 -0.524 5.544  0.101
H -0.904 -1.326 4.071  0.080
H 1.715 3.498 3.762  0.084
H 0.089 2.845 3.384  0.091
H 1.616 1.887 3.382  0.070

The SMILES is C[C@H]1COC(=O)O1.C[C@H]1COC(=O)O1.C[C@H]1COC(=O)O1.C[C@H]1COC(=O)O1.C[C@H]1COC(=O)O1.C[C@H]1COC(=O)O1.C[C@H]1COC(=O)O1.C[C@H]1COC(=O)O1.COC(=O)OC.COC(=O)OC.COC(=O)OC.COC(=O)OC. Its largest force on an atom is 0.04276 Eh/bohr. Its highest occupied orbital energy is -10.05 eV. The value obtained for the HOMO-LUMO gap is 9.991 eV.

---

Record 3
Computed, not measured: a molecular structure, C44H74AlBrN, with the ωB97M-V functional and the def2-TZVPD basis.

Last column: Löwdin charge in e.
Positions of all 121 atoms, in Å:
C -3.770 -2.736 7.634  -0.083
C -4.153 -1.230 7.387  -0.246
C -4.367 -0.285 8.488  -0.083
C -4.753 1.082 8.165  -0.107
C -4.889 1.540 6.789  -0.065
C -4.642 0.640 5.657  -0.265
C -4.746 1.150 4.181  -0.206
Al -2.899 0.976 3.331  -0.005
Br -2.513 -1.387 2.825  0.187
C -2.701 1.952 1.546  -0.268
C -3.732 1.486 0.427  -0.281
C -3.042 0.518 -0.626  -0.218
C -3.787 0.540 -2.042  -0.216
C -3.652 -0.916 -2.662  -0.227
C -4.336 -1.061 -4.081  -0.219
C -3.405 -0.681 -5.296  -0.202
C -2.780 -1.955 -6.035  -0.191
C -1.215 -1.786 -6.289  -0.209
C -0.433 -3.166 -6.221  -0.189
C -0.135 -3.727 -7.695  -0.175
C 1.328 -3.362 -8.181  -0.146
N 2.300 -4.458 -8.048  -0.136
C 2.144 -5.836 -7.978  -0.109
C 3.429 -6.494 -7.891  -0.087
C 4.455 -5.398 -7.883  -0.090
C 3.662 -4.175 -7.969  -0.115
C -1.376 1.695 4.525  -0.225
C -0.026 1.371 3.728  -0.253
C 1.259 1.544 4.591  -0.207
C 2.077 2.761 4.496  -0.042
C 3.310 2.874 5.294  -0.101
C 3.754 1.787 6.176  -0.120
C 2.932 0.588 6.290  -0.097
C 1.702 0.479 5.490  -0.041
C -4.293 -0.756 5.995  -0.029
H -4.193 -3.009 8.647  0.068
H -2.663 -2.892 7.708  0.074
H -4.180 -3.406 6.840  0.071
H -4.222 -0.678 9.524  0.089
H -4.922 1.789 9.008  0.083
H -5.168 2.601 6.599  0.093
H -5.180 2.180 4.111  0.051
H -5.423 0.438 3.619  0.061
H -2.668 3.079 1.676  0.045
H -1.668 1.684 1.158  0.039
H -4.047 2.405 -0.142  0.092
H -4.634 1.029 0.911  0.090
H -3.102 -0.549 -0.275  0.083
H -1.976 0.809 -0.835  0.110
H -3.276 1.233 -2.773  0.103
H -4.859 0.868 -1.952  0.108
H -2.594 -1.288 -2.656  0.116
H -4.236 -1.589 -1.965  0.110
H -4.696 -2.117 -4.184  0.098
H -5.252 -0.407 -4.097  0.104
H -4.051 -0.179 -6.070  0.099
H -2.603 0.055 -5.022  0.101
H -2.945 -2.905 -5.465  0.097
H -3.258 -2.050 -7.047  0.103
H -0.772 -1.060 -5.559  0.100
H -1.052 -1.353 -7.321  0.105
H 0.568 -3.082 -5.711  0.110
H -1.076 -3.938 -5.720  0.099
H -0.873 -3.296 -8.425  0.107
H -0.295 -4.834 -7.666  0.086
H 1.268 -3.121 -9.283  0.126
H 1.639 -2.444 -7.621  0.126
H 1.162 -6.354 -7.992  0.105
H 3.580 -7.599 -7.852  0.084
H 5.560 -5.496 -7.835  0.083
H 4.151 -3.170 -7.966  0.118
H -1.389 1.257 5.558  0.054
H -1.499 2.817 4.637  0.040
H 0.027 2.025 2.822  0.096
H -0.096 0.273 3.470  0.067
H 1.726 3.566 3.804  0.098
H 3.904 3.812 5.187  0.082
H 4.704 1.882 6.747  0.080
H 3.232 -0.266 6.948  0.088
H 1.098 -0.455 5.585  0.107
H -4.115 -1.531 5.209  0.054
C 9.983 -3.938 -4.176  -0.117
C 8.845 -3.993 -3.164  -0.272
C 7.920 -5.194 -3.364  -0.230
C 7.181 -5.225 -4.704  -0.230
C 6.315 -3.999 -4.995  -0.271
C 5.183 -3.818 -3.991  -0.104
H 9.610 -3.840 -5.198  0.064
H 10.627 -3.079 -3.977  0.068
H 10.596 -4.841 -4.119  0.073
H 8.276 -3.059 -3.199  0.099
H 9.275 -4.049 -2.158  0.104
H 7.194 -5.219 -2.546  0.101
H 8.508 -6.114 -3.271  0.108
H 6.550 -6.120 -4.732  0.110
H 7.905 -5.345 -5.518  0.098
H 5.883 -4.107 -5.992  0.064
H 6.929 -3.093 -5.024  0.100
H 4.529 -4.693 -3.984  0.077
H 4.577 -2.948 -4.258  0.069
H 5.559 -3.659 -2.979  0.066
C -3.447 5.382 4.241  -0.104
C -3.009 6.591 3.425  -0.268
C -1.515 6.891 3.553  -0.227
C -1.047 7.248 4.966  -0.228
C -1.753 8.449 5.597  -0.274
C -1.527 9.746 4.830  -0.120
H -3.281 5.534 5.310  0.070
H -4.514 5.194 4.097  0.072
H -2.901 4.488 3.932  0.052
H -3.603 7.465 3.710  0.095
H -3.235 6.401 2.370  0.104
H -1.258 7.703 2.866  0.098
H -0.947 6.019 3.211  0.108
H 0.030 7.446 4.935  0.108
H -1.172 6.382 5.623  0.103
H -1.378 8.576 6.618  0.102
H -2.826 8.258 5.688  0.098
H -0.461 9.981 4.771  0.072
H -2.027 10.577 5.336  0.065
H -1.925 9.691 3.815  0.064

The charge is -1. Its largest force on an atom is 0.07088 Eh/bohr. Its highest occupied orbital energy is -5.01 eV. The value obtained for the HOMO-LUMO gap is 7.099 eV. As for the energy relative to the best compared isomer or geometry (same formula, charge and spin): 4.123 eV.

---

| no. | electronic energy (eV) |
| --- | --- |
| 1 | -89888.6648 |
| 2 | -120507.4655 |
| 3 | -124959.0681 |